Record 1
{
  "formula": "C37H38N4P2S3Sn",
  "method": "wB97M-V/def2-TZVPD",
  "charge": 0,
  "e_above_lowest_ev": 0.138,
  "largest_force_ev_per_a": 0.4,
  "elements": ["Sn", "S", "S", "S", "P", "P", "N", "N", "N", "N", "C", "C", "C", "C", "C", "C", "C", "C", "C", "C", "C", "C", "C", "C", "C", "C", "C", "C", "C", "C", "C", "C", "C", "C", "C", "C", "C", "C", "C", "C", "C", "C", "C", "C", "C", "C", "C", "H", "H", "H", "H", "H", "H", "H", "H", "H", "H", "H", "H", "H", "H", "H", "H", "H", "H", "H", "H", "H", "H", "H", "H", "H", "H", "H", "H", "H", "H", "H", "H", "H", "H", "H", "H", "H", "H"],
  "positions_angstrom": [[0.25233, 1.41709, -1.30010], [2.21893, 1.54858, 0.92321], [-1.07002, -1.09620, -2.46718], [-0.62213, 4.41295, -2.91259], [1.03983, -0.03539, 1.32106], [-1.22582, -1.21101, -0.47530], [7.86800, 0.67836, -5.36704], [-2.26363, 2.05395, -1.52562], [-0.44824, 3.29281, 0.21699], [3.23501, 0.52690, -2.68035], [-0.06265, 4.65452, -0.13712], [6.87540, 0.64641, -4.79048], [2.21639, -2.48475, 2.13402], [-0.78168, 5.28733, -1.32542], [0.03216, -0.20164, 5.80832], [1.22449, 0.38061, 5.39473], [-4.68988, -0.12398, 1.44484], [-2.98925, -0.99971, -0.03017], [3.37973, -2.89307, -0.35754], [-0.85693, -0.70173, 4.86783], [0.35403, -4.95346, -0.13645], [-3.35080, -0.26910, 1.09817], [5.61937, 0.68649, -2.68099], [-5.31938, -1.43989, -0.46694], [-5.67353, -0.70935, 0.66121], [4.39357, 0.64355, -2.03526], [-1.12270, -4.66054, 1.73608], [1.53180, 0.45863, 4.04426], [2.59980, -1.77153, -0.13225], [-0.54934, -0.61979, 3.51572], [-2.80453, 2.89907, -0.45858], [2.02628, -1.55443, 1.11979], [5.63169, 0.60733, -4.06884], [4.42569, 0.49305, -4.75081], [-0.21521, -5.43951, 1.03322], [0.64422, -0.04416, 3.09646], [-1.45314, -3.39405, 1.27526], [2.99382, -3.61467, 1.90242], [0.02531, -3.68857, -0.59881], [-2.66725, 2.42606, -2.87930], [3.25750, 0.45822, -4.00716], [-2.31330, 3.86107, -3.26514], [-1.80999, 3.06815, 0.68638], [-0.32424, 0.02704, 0.30995], [-3.98424, -1.58707, -0.81155], [3.58303, -3.81427, 0.66411], [-0.87244, -2.89690, 0.11181], [-1.83701, 5.46822, -1.12415], [-3.70091, -2.13856, -1.69975], [-3.00218, 4.58596, -2.82973], [-2.43057, 3.95523, -4.34506], [-0.33200, 6.26983, -1.47611], [0.21320, 2.95663, 0.91573], [0.04095, -6.42844, 1.39189], [-4.96206, 0.44962, 2.32242], [4.33257, 0.71419, -0.95397], [2.29365, 0.37006, -4.49629], [-2.57133, 0.19513, 1.68873], [-6.08739, -1.89351, -1.08048], [-1.58358, -5.04189, 2.63868], [-3.74930, 2.30528, -3.02851], [0.45052, -3.31055, -1.51938], [-6.71712, -0.59616, 0.92654], [3.13844, -4.33577, 2.69701], [1.05643, -5.56064, -0.69302], [-0.20485, -0.26019, 6.86299], [3.82627, -3.05080, -1.33192], [1.00770, 4.62644, -0.35580], [-2.15709, 3.86901, 1.35296], [4.19462, -4.69062, 0.48890], [2.45401, 0.92161, 3.71458], [1.91560, 0.77881, 6.12668], [-3.04862, 3.87172, -0.88014], [-2.53971, 1.08966, -1.37811], [6.53992, 0.78091, -2.12258], [1.77061, -2.33090, 3.10812], [-1.77601, 2.14481, 1.26222], [2.42703, -1.06141, -0.93421], [-3.74050, 2.49652, -0.05888], [-0.19682, 5.33040, 0.71912], [-2.17033, 1.72772, -3.55560], [-2.18917, -2.80635, 1.81244], [-1.78895, -1.15307, 5.18460], [4.40241, 0.43196, -5.82961], [-1.23651, -1.00423, 2.77484]],
  "forces_ev_per_a": [[0.1, 0.3, -0.3], [0.1, 0.0, 0.1], [-0.1, 0.0, 0.0], [0.0, 0.0, 0.0], [-0.1, -0.1, 0.0], [0.2, 0.2, 0.3], [0.0, 0.0, 0.0], [0.0, 0.0, 0.1], [0.0, 0.0, -0.1], [0.0, -0.1, 0.1], [0.0, 0.0, 0.0], [0.0, 0.0, 0.0], [0.1, 0.0, -0.1], [0.0, 0.0, 0.0], [0.0, 0.0, 0.0], [0.0, 0.0, 0.0], [0.0, 0.0, 0.0], [0.0, -0.1, 0.0], [0.0, 0.1, 0.0], [0.0, 0.0, 0.0], [0.0, 0.0, 0.0], [-0.1, 0.0, -0.1], [0.0, 0.0, 0.0], [0.0, 0.0, 0.0], [0.0, 0.0, 0.0], [0.0, 0.0, 0.0], [0.0, 0.0, 0.0], [0.0, 0.0, 0.0], [0.0, -0.1, 0.0], [0.0, 0.0, 0.1], [0.0, 0.1, -0.1], [0.0, 0.0, 0.0], [-0.1, 0.0, 0.1], [0.0, 0.0, -0.1], [0.0, 0.0, 0.0], [0.0, 0.0, 0.0], [0.0, 0.0, 0.0], [0.0, 0.0, 0.0], [-0.1, 0.0, 0.1], [0.1, 0.0, -0.1], [0.0, 0.0, 0.0], [0.0, 0.0, 0.0], [0.0, 0.0, 0.1], [-0.1, -0.2, -0.3], [0.0, 0.1, 0.0], [0.0, 0.0, 0.0], [0.0, 0.0, -0.1], [0.0, 0.0, 0.0], [0.0, 0.0, 0.0], [0.0, 0.0, 0.0], [0.0, 0.0, 0.0], [0.0, 0.0, 0.0], [0.0, 0.0, 0.0], [0.0, 0.0, 0.0], [0.0, 0.0, 0.0], [0.0, 0.0, 0.0], [0.0, 0.0, 0.0], [0.0, 0.0, 0.0], [0.0, 0.0, 0.0], [0.0, 0.0, 0.0], [0.0, 0.0, 0.0], [0.0, 0.0, 0.0], [0.0, 0.0, 0.0], [0.0, 0.0, 0.0], [0.0, 0.0, 0.0], [0.0, 0.0, 0.0], [0.0, 0.0, 0.0], [0.0, 0.0, 0.0], [0.0, 0.0, 0.0], [0.0, 0.0, 0.0], [0.0, 0.0, 0.0], [0.0, 0.0, 0.0], [0.0, 0.0, 0.0], [-0.1, -0.1, 0.0], [0.0, 0.0, 0.0], [0.0, 0.0, 0.0], [0.0, 0.0, 0.0], [0.0, 0.0, 0.0], [0.0, 0.0, 0.0], [0.0, 0.0, 0.0], [0.0, 0.0, 0.0], [0.0, 0.0, 0.0], [0.0, 0.0, 0.0], [0.0, 0.0, 0.0], [0.0, 0.0, 0.0]],
  "lowdin_charge": [0.920, 0.263, 0.221, 0.834, 0.398, 0.376, 0.164, -0.147, -0.196, 0.045, -0.271, -0.174, -0.065, -0.462, -0.087, -0.080, -0.081, -0.362, -0.080, -0.076, -0.080, -0.115, -0.002, -0.077, -0.087, -0.135, -0.079, -0.100, -0.115, -0.092, -0.181, -0.322, -0.227, -0.009, -0.084, -0.351, -0.086, -0.080, -0.108, -0.277, -0.123, -0.473, -0.192, -0.773, -0.092, -0.092, -0.323, 0.067, 0.089, 0.069, 0.072, 0.071, 0.009, 0.102, 0.104, 0.073, 0.113, 0.070, 0.103, 0.102, 0.125, 0.078, 0.102, 0.104, 0.107, 0.101, 0.107, 0.116, 0.128, 0.102, 0.081, 0.103, 0.087, 0.044, 0.120, 0.103, 0.086, 0.072, 0.121, 0.123, 0.097, 0.097, 0.103, 0.119, 0.064]
}

Record 2
{
  "formula": "C16H25CeClI2N3P2",
  "method": "wB97M-V/def2-TZVPD",
  "charge": 3,
  "energy_ev": -81669.37053,
  "largest_force_ev_per_a": 3.5,
  "elements": ["Ce", "I", "I", "Cl", "P", "P", "N", "N", "N", "C", "C", "C", "C", "C", "C", "C", "C", "C", "C", "C", "C", "C", "C", "C", "C", "H", "H", "H", "H", "H", "H", "H", "H", "H", "H", "H", "H", "H", "H", "H", "H", "H", "H", "H", "H", "H", "H", "H", "H", "H"],
  "positions_angstrom": [[1.43828, 0.24093, -1.17308], [2.97168, 0.62714, -4.63960], [5.40112, -0.31228, -3.75840], [1.10626, -0.60516, 1.28855], [2.67591, 2.76095, -0.07967], [1.11526, -2.85555, -1.57503], [-0.81140, 0.60499, -1.67446], [-5.26938, -0.85479, 5.83776], [-2.40062, 0.48665, -0.07437], [-3.23372, 0.95994, 3.43140], [-4.13779, -0.58191, 1.23482], [3.62107, 2.71422, 1.50855], [-4.74446, -0.78567, 2.48560], [-0.67670, -3.50397, -1.50840], [-3.02888, 0.38534, -1.32936], [1.74545, -4.13600, -0.37671], [-4.22737, -0.05208, 3.57911], [3.97761, 3.76049, -0.84349], [-3.02121, 0.28544, 1.16097], [1.54096, 4.16244, 0.50898], [-2.49357, 1.02126, 2.21552], [-1.11539, 0.76193, -0.34362], [-2.07360, 0.32288, -2.27191], [1.65536, -3.91969, -2.96426], [-4.79464, -0.42842, 4.84633], [-0.38266, 1.12358, 0.37139], [2.83144, -4.26441, -0.50352], [3.71125, 3.98535, -1.89072], [1.36313, -3.46680, -3.92022], [4.61546, 2.28820, 1.33054], [-5.56524, -1.48964, 2.56733], [-2.20101, 0.01136, -3.34044], [-4.50014, -1.08862, 0.36869], [1.11155, 3.93952, 1.51544], [2.18921, 5.05976, 0.62301], [-1.62111, 1.67951, 2.05355], [3.75081, 3.75656, 1.83357], [-1.19214, -3.13330, -0.61246], [2.74963, -4.03945, -2.93320], [4.94098, 3.22016, -0.79729], [1.19570, -4.90257, -2.85365], [4.05854, 4.68372, -0.25838], [3.10720, 2.12169, 2.27503], [0.73892, 4.28758, -0.23588], [-3.02483, 1.69540, 4.22720], [-1.21101, -3.16334, -2.41135], [-0.61606, -4.59864, -1.50466], [1.53776, -3.87234, 0.66817], [1.28845, -5.09762, -0.61580], [-4.09605, 0.20525, -1.44158]],
  "forces_ev_per_a": [[-0.5, -1.3, 0.9], [0.4, -0.3, 1.0], [-0.8, 0.3, -0.2], [0.8, 0.5, -1.9], [0.4, 2.3, 2.4], [-1.2, -3.2, 0.6], [-0.9, 0.0, 0.8], [1.5, 1.3, -2.9], [0.9, 0.8, -2.8], [0.7, -0.5, -0.5], [0.6, 0.9, 1.3], [0.0, -1.4, 0.4], [1.5, 0.8, -1.0], [0.2, 1.5, -0.3], [-0.2, -1.3, 0.7], [0.9, 1.1, 1.1], [-0.3, 0.2, -0.3], [0.3, -0.3, -1.9], [-0.7, -0.1, 1.1], [-0.6, -0.8, -0.2], [-1.6, 0.0, 1.3], [-0.3, -0.4, -0.6], [1.2, -0.1, -1.5], [0.7, 1.3, -1.3], [-1.3, -0.8, 3.1], [-0.4, -0.2, 0.3], [-0.3, 0.2, 0.2], [0.4, 0.2, 0.4], [0.2, -0.4, 0.0], [-0.2, 0.0, 0.1], [0.1, 0.1, 0.3], [0.3, 0.7, 1.2], [-0.1, -0.3, -0.4], [0.2, -0.1, -0.9], [-0.6, -0.6, -0.3], [-0.8, -0.2, 0.4], [-0.2, -0.3, -0.1], [0.1, -0.2, -0.2], [-0.4, 0.1, -0.1], [-0.5, 0.3, -0.2], [-0.1, 0.2, 0.1], [-0.1, -0.3, -0.2], [0.2, 0.3, 0.0], [0.2, 0.5, 0.5], [0.0, -0.9, -0.2], [0.1, -0.2, 0.4], [0.1, 0.4, 0.0], [0.1, -0.2, -0.2], [-0.2, 0.3, -0.1], [0.4, 0.1, 0.2]],
  "lowdin_charge": [0.646, 0.247, 0.246, 0.220, 0.766, 0.803, -0.119, 0.215, 0.039, 0.043, 0.031, -0.243, 0.034, -0.216, 0.039, -0.246, -0.184, -0.255, -0.207, -0.213, 0.016, -0.247, -0.034, -0.258, -0.146, 0.042, 0.067, 0.065, 0.058, 0.065, 0.143, 0.160, 0.110, 0.072, 0.074, 0.120, 0.078, 0.049, 0.068, 0.074, 0.071, 0.072, 0.055, 0.047, 0.143, 0.054, 0.063, 0.052, 0.066, 0.159]
}

Record 3
{
  "formula": "C4H8O2",
  "method": "wB97M-V/def2-TZVPD",
  "multiplicity": 2,
  "charge": 1,
  "e_above_lowest_ev": 1.094,
  "largest_force_ev_per_a": 0.7,
  "elements": ["O", "O", "C", "C", "C", "C", "H", "H", "H", "H", "H", "H", "H", "H"],
  "positions_angstrom": [[2.77531, 0.80364, 0.18699], [-2.25225, 0.94939, -0.51353], [0.42469, 0.28935, -0.07262], [-1.96119, -0.09747, 0.12991], [1.83486, -0.13422, -0.28485], [-0.65436, -0.71810, 0.00988], [-0.56322, -1.40416, 0.87693], [-3.11312, 1.33972, -0.27927], [2.03570, -0.25484, -1.36429], [2.70071, 0.87443, 1.14339], [-2.67949, -0.47307, 0.86827], [0.18029, 1.35025, -0.00212], [1.99492, -1.12950, 0.16983], [-0.72285, -1.39543, -0.86851]],
  "forces_ev_per_a": [[-0.3, 0.0, -0.2], [0.2, -0.1, 0.1], [0.5, 0.5, -0.1], [-0.4, 0.0, 0.5], [0.2, -0.2, 0.0], [-0.4, -0.2, 0.5], [0.1, 0.1, -0.3], [-0.2, 0.0, -0.1], [0.0, 0.0, 0.2], [0.1, 0.0, 0.1], [-0.1, 0.0, -0.3], [0.2, -0.3, -0.1], [0.0, 0.1, -0.1], [0.1, 0.1, 0.0]],
  "lowdin_spin": [0.010, 0.009, 0.640, 0.018, 0.094, 0.114, 0.021, 0.000, 0.032, 0.001, 0.000, 0.029, 0.015, 0.016]
}